[1]
A 4-piece molecular cluster, C2H12N2O3 overall, computed with ωB97M-V/def2-TZVPD.

The geometry in XYZ format:
```
19
Properties=species:S:1:pos:R:3:forces:R:3
C 1.41182 2.82192 -0.56012 0.70 -0.76 0.65
N 0.86192 1.61413 0.07722 -0.11 0.81 -1.22
C 1.44554 1.02845 1.12600 0.48 0.65 0.67
N 0.96126 0.08295 1.83050 -1.00 -1.48 -0.72
H 1.12973 2.92328 -1.60854 -0.85 0.12 0.28
H 2.49005 2.71182 -0.70156 0.17 0.07 0.59
H 1.19009 3.64091 0.12467 0.14 0.59 -0.62
H -0.06977 1.42079 -0.25093 0.01 -0.77 0.43
H 2.36209 1.54103 1.43841 0.17 -0.27 -0.56
H 1.61897 -0.42574 2.40263 0.42 0.76 0.42
H -2.23021 -4.33393 0.02347 0.23 0.47 0.05
H -2.08466 -2.78233 -0.17554 0.64 0.27 0.73
O -2.57902 -3.56008 -0.43075 -0.93 -0.85 -0.74
H -1.73181 -0.29684 -2.95675 -0.73 0.04 -0.37
H -0.94622 -1.14693 -1.97947 0.01 -0.04 0.11
O -0.89957 -0.34049 -2.50477 0.74 0.05 0.33
H -0.27541 -1.33010 1.14922 -0.12 0.63 0.20
H -1.46685 -1.89775 1.94469 0.04 0.12 -0.03
O -1.18792 -1.67107 1.05162 -0.02 -0.40 -0.20
```
Positions in Å, forces in eV/Å.

## Properties
Highest occupied orbital energy (alpha / beta), eV: 1.258 / -5.560
Frontier orbital gap (alpha / beta), eV: 2.19 / 8.90
Relative energy (zero: lowest compared OMol25 entry of this formula, charge and spin), kJ/mol: 80.5
2S+1: 2
Net charge: -1

***

[2]
C19H31F9MgOP2 as an isolated structure, computed with ωB97M-V/def2-TZVPD.

The geometry in XYZ format:
```
63
Properties=species:S:1:pos:R:3:forces:R:3
P -2.23906 -0.31580 -1.35265 1.73 0.85 1.00
P 1.80215 -2.22576 -1.60864 -0.11 -0.70 -0.23
C -0.37988 -0.37901 -1.00404 -0.49 -0.14 0.16
C 0.38350 -1.10917 -2.10118 0.66 0.10 -0.21
H -0.33747 -0.90144 -0.02628 0.12 0.25 -0.51
H 0.00889 0.66811 -0.87108 -0.29 -0.67 -0.22
H -0.28101 -1.81941 -2.63256 0.20 0.55 0.11
H 0.80328 -0.38581 -2.81708 -0.39 -0.17 0.00
C 2.37273 -1.74985 0.06804 0.36 -0.15 0.10
H 2.78784 -2.68343 0.47601 0.01 0.37 0.08
H 1.58204 -1.43537 0.74340 0.03 0.06 -0.10
H 3.16536 -0.99548 0.02394 -0.16 -0.05 0.18
C 3.27300 -1.69785 -2.58439 0.47 -0.08 -0.25
H 3.97875 -1.09687 -1.99194 -0.23 -0.03 -0.22
H 3.04357 -1.16628 -3.51778 -0.10 -0.11 0.25
H 3.78730 -2.63284 -2.86626 -0.08 0.45 0.04
C -2.45932 0.86011 0.08614 -0.72 -0.02 0.10
H -3.52904 0.83181 0.32529 0.22 0.45 0.32
H -2.18224 1.89997 -0.16120 -0.05 -0.50 0.02
H -1.88932 0.53031 0.97689 -0.35 -0.05 -0.34
C -2.28843 0.95019 -2.67940 -0.69 -0.24 -0.38
H -1.53302 0.78648 -3.45252 -0.11 -0.05 0.09
H -2.22274 1.96608 -2.28995 0.14 -0.04 -0.09
H -3.28402 0.79841 -3.12133 0.30 0.38 -0.23
Mg 0.58282 2.15109 0.84949 -2.38 -1.18 1.07
C 2.37280 2.01841 -0.22305 0.74 -0.44 -1.82
C 2.59830 2.24333 1.11909 0.90 -0.33 1.98
C 2.71309 3.62232 1.76294 -0.02 0.34 0.20
C 1.73654 4.71367 1.18283 0.40 0.37 0.52
C 0.35546 4.24952 0.74295 -0.07 1.37 2.25
C -0.01178 3.68294 -0.46513 -1.00 -0.76 -2.28
C 0.89290 3.56516 -1.65654 0.52 0.32 -0.17
C 2.31823 3.08649 -1.28088 0.09 0.22 -1.08
C -3.81532 -1.95975 1.34680 -0.24 0.00 0.00
H 2.43180 0.99374 -0.61653 0.11 0.30 0.35
H 2.83991 1.38205 1.75649 0.29 0.39 -0.29
H 3.75010 3.99996 1.70141 -0.11 -0.03 -0.21
H 2.52743 3.53371 2.85509 -0.03 -0.09 -0.70
H 1.52500 5.40705 2.01679 0.34 -0.14 -0.36
H 2.25898 5.31539 0.41105 -0.31 -0.34 0.26
H -0.44620 4.67793 1.35152 0.14 -0.12 -0.27
H -1.06817 3.74718 -0.75164 0.16 0.13 0.28
H 0.95937 4.55770 -2.13503 0.13 -0.10 -0.30
H 0.45546 2.87698 -2.39965 0.12 0.19 0.26
H 2.72710 2.62055 -2.19441 0.16 0.39 0.22
H 2.95185 3.95729 -1.04202 -0.16 -0.46 -0.04
H -4.23529 -2.72463 0.68079 0.28 0.27 0.18
H -3.92374 -0.97794 0.87357 0.02 -0.49 0.26
H -4.34235 -1.97707 2.31094 0.21 0.02 -0.30
F -2.42621 -3.75251 -0.58924 0.75 -0.35 0.79
C -1.44534 -3.97227 0.32364 0.71 0.16 -2.01
F -1.15840 -5.29221 0.34284 -0.31 1.06 -0.07
F -0.33453 -3.31067 -0.14217 -1.27 -0.86 0.57
C -1.84439 -3.40859 1.69464 -0.36 0.16 -0.13
O -2.38810 -2.11326 1.56094 0.04 -0.97 0.12
C -2.75684 -4.45631 2.36211 -0.93 -0.59 0.59
F -2.04030 -5.52749 2.79320 -0.89 1.00 -0.30
F -3.40196 -3.90466 3.41795 0.46 -0.63 -0.70
F -3.70845 -4.89912 1.48422 0.90 0.24 0.96
C -0.56293 -3.25841 2.53562 1.44 0.48 0.78
F 0.32566 -4.27671 2.34104 -0.99 1.04 0.20
F 0.05416 -2.09896 2.19838 -0.38 -0.88 0.38
F -0.82953 -3.18899 3.85849 0.07 -0.13 -0.90
```
Positions in Å, forces in eV/Å.

## Properties
Highest occupied orbital energy (alpha / beta), eV: -4.957 / -5.134
Frontier orbital gap (alpha / beta), eV: 5.08 / 4.91
2S+1: 1
Net charge: 0

***

- What is the 2S+1 in the second record?
  1

***

What did the first record say?
A 4-piece molecular cluster, C2H12N2O3 overall, computed with ωB97M-V/def2-TZVPD.

The geometry in XYZ format:
```
19
Properties=species:S:1:pos:R:3:forces:R:3
C 1.41182 2.82192 -0.56012 0.70 -0.76 0.65
N 0.86192 1.61413 0.07722 -0.11 0.81 -1.22
C 1.44554 1.02845 1.12600 0.48 0.65 0.67
N 0.96126 0.08295 1.83050 -1.00 -1.48 -0.72
H 1.12973 2.92328 -1.60854 -0.85 0.12 0.28
H 2.49005 2.71182 -0.70156 0.17 0.07 0.59
H 1.19009 3.64091 0.12467 0.14 0.59 -0.62
H -0.06977 1.42079 -0.25093 0.01 -0.77 0.43
H 2.36209 1.54103 1.43841 0.17 -0.27 -0.56
H 1.61897 -0.42574 2.40263 0.42 0.76 0.42
H -2.23021 -4.33393 0.02347 0.23 0.47 0.05
H -2.08466 -2.78233 -0.17554 0.64 0.27 0.73
O -2.57902 -3.56008 -0.43075 -0.93 -0.85 -0.74
H -1.73181 -0.29684 -2.95675 -0.73 0.04 -0.37
H -0.94622 -1.14693 -1.97947 0.01 -0.04 0.11
O -0.89957 -0.34049 -2.50477 0.74 0.05 0.33
H -0.27541 -1.33010 1.14922 -0.12 0.63 0.20
H -1.46685 -1.89775 1.94469 0.04 0.12 -0.03
O -1.18792 -1.67107 1.05162 -0.02 -0.40 -0.20
```
Positions in Å, forces in eV/Å.

## Properties
Highest occupied orbital energy (alpha / beta), eV: 1.258 / -5.560
Frontier orbital gap (alpha / beta), eV: 2.19 / 8.90
Relative energy (zero: lowest compared OMol25 entry of this formula, charge and spin), kJ/mol: 80.5
2S+1: 2
Net charge: -1